# 1
Formula: C10H12N5
Source: OMol25
Level of theory: wB97M-V/def2-TZVPD

Last column: Mulliken charge in e.
Geometry (Å):
C  -1.441730  1.370996  -0.560845  -0.624
C  -1.831431  0.126260  -0.259484  -0.509
C  1.876119  -2.178097  -1.268634  -0.210
C  0.676882  -2.710629  -0.992677  -0.482
C  -0.068396  1.513288  -0.885409  0.386
C  -0.897252  -0.878167  -0.366533  0.799
C  0.833679  1.077285  0.135970  0.451
C  2.269770  -0.762536  -1.111433  -0.806
C  1.891508  1.043527  2.037217  -0.604
C  1.889714  0.111149  0.037123  1.055
N  -0.399616  -1.933978  -0.593110  -0.076
N  0.787263  1.562287  1.323153  -0.589
N  0.385696  2.191211  -1.873438  -0.642
N  2.509376  0.056515  1.145916  -0.675
N  -4.173313  0.062130  1.400956  -0.775
H  -2.057858  2.275883  -0.640223  0.437
H  -2.864846  -0.213757  -0.044086  0.595
H  2.693210  -2.904430  -1.468703  0.363
H  0.396175  -3.715019  -1.276324  0.412
H  3.359381  -0.758862  -1.197886  0.477
H  1.960710  -0.199529  -1.995073  0.306
H  2.523768  1.913639  2.359884  0.331
H  1.502288  0.600329  3.013484  0.334
H  1.374354  2.124462  -1.874389  0.317
H  -5.024141  -0.437862  1.173390  0.240
H  -4.403235  1.045452  1.650220  0.247
H  -3.768070  -0.381544  2.130938  0.241

Atoms 1-3, force components in eV/Å:
C -1.775 0.299 -0.290
C -1.211 0.762 -0.154
C -0.282 -1.077 1.272

Summary:
Energy relative to the best compared isomer or geometry (same formula, charge and spin): 84.6 kcal per mole
Charge: +1
Highest occupied orbital energy: -13.523 eV
Orbital gap: 8.29 eV

***

# 2
Formula: C22H25N5
Source: OMol25
Level of theory: wB97M-V/def2-TZVPD

Last column: Mulliken charge in e.
Geometry (Å):
C  2.476867  -2.537816  0.267138  -1.456
C  1.528894  -1.454646  -0.143610  0.465
N  0.353551  -1.429527  0.474864  -0.152
C  -0.492229  -0.469703  0.106578  -0.226
N  -0.258371  0.476754  -0.801601  -0.169
C  0.938964  0.482318  -1.386256  0.675
N  1.165652  1.478335  -2.306771  -0.013
C  2.485218  2.058473  -2.443062  -0.740
H  2.652826  2.308827  -3.496525  0.464
C  2.562922  3.339730  -1.564372  -0.892
N  1.548147  3.317926  -0.535586  -0.060
C  1.724496  2.525547  0.595741  0.938
C  2.897558  1.801089  0.829255  -0.150
C  3.048596  1.032728  1.967573  -0.741
C  2.042241  0.955806  2.911545  -0.728
C  0.891591  1.699085  2.714883  -0.602
C  0.740022  2.482152  1.589677  -0.480
H  -0.159388  3.069779  1.490308  0.439
H  0.099574  1.673258  3.449326  0.412
H  2.154375  0.335020  3.787003  0.393
H  3.965417  0.476680  2.106369  0.463
H  3.707895  1.811681  0.117716  0.209
C  0.233642  3.424580  -1.143024  -0.688
H  -0.525199  3.112908  -0.431889  0.197
C  0.151659  2.509295  -2.392212  -0.812
H  0.333914  3.071803  -3.311661  0.285
H  -0.824101  2.030231  -2.447383  0.455
H  0.055312  4.469422  -1.423524  0.470
H  3.550254  3.457191  -1.118825  0.454
H  2.369062  4.224904  -2.178535  0.350
H  3.238153  1.335028  -2.139198  0.234
C  1.874080  -0.523550  -1.106090  -0.725
H  2.824863  -0.587951  -1.607510  0.461
N  -1.684338  -0.388601  0.741310  -0.021
H  -2.353775  0.237436  0.321950  0.277
C  -2.181917  -1.436165  1.604097  -1.076
C  -3.017162  -2.436817  0.844640  0.663
C  -4.400163  -2.455850  0.959002  -0.547
C  -5.153555  -3.355776  0.224304  -0.525
C  -4.529910  -4.240024  -0.638430  -0.394
C  -3.150132  -4.222723  -0.762954  -0.665
C  -2.398188  -3.327276  -0.025120  -0.155
H  -1.322357  -3.305996  -0.115074  0.433
H  -2.660324  -4.912266  -1.435195  0.395
H  -5.117368  -4.941848  -1.212242  0.373
H  -6.229317  -3.365213  0.324454  0.370
H  -4.891491  -1.766171  1.631545  0.335
H  -2.770222  -0.976004  2.403776  0.477
H  -1.301880  -1.923316  2.028991  0.321
H  2.974906  -2.965793  -0.600130  0.419
H  3.235371  -2.119732  0.927976  0.225
H  1.938937  -3.312619  0.805588  0.365

Atoms 1-3, force components in eV/Å:
C -0.041 0.051 -0.046
C 0.082 0.248 -0.337
N -0.250 -0.260 0.284

Summary:
Energy relative to the best compared isomer or geometry (same formula, charge and spin): 0.0 kcal per mole
Charge: 0
Highest occupied orbital energy: -7.587 eV
Orbital gap: 8.41 eV

***

# 3
Formula: C18H45F4FeNO16P3S2
Source: OMol25
Level of theory: wB97M-V/def2-TZVPD

Last column: Mulliken charge in e.
Geometry (Å):
Fe  -1.340729  0.722154  0.954539  1.290
F  -3.187935  0.620495  0.462199  -0.738
F  -1.153162  2.612766  1.190432  -0.774
N  -1.401232  0.265054  2.818682  0.526
S  -0.601773  -0.863736  3.880489  0.968
O  -1.389290  -2.010565  4.190553  -0.525
O  0.310095  -0.328688  4.855822  -0.600
F  0.329545  -1.448200  2.735620  -0.289
S  -2.134073  0.963879  4.077539  0.713
O  -1.437377  1.981841  4.806966  -0.568
O  -3.046480  0.174835  4.857806  -0.593
F  -3.109679  1.831908  3.154360  -0.291
C  0.824465  -0.230321  -5.365792  -1.286
C  1.224280  0.719270  -4.244241  -0.255
O  0.415341  0.406260  -3.100389  -0.014
P  -0.442649  1.510897  -2.333186  -1.814
O  -0.910144  1.089655  -1.013620  2.182
O  0.573942  2.740466  -2.381909  0.005
C  0.165086  3.959095  -1.730407  0.025
C  -0.255135  4.928965  -2.840237  -1.308
O  -1.619123  1.898999  -3.315076  -0.228
C  -2.916484  2.358516  -2.795868  -0.349
C  -3.910796  1.227673  -2.781752  -0.677
H  0.826012  -1.260893  -5.010030  0.251
H  -0.144424  0.111087  -5.725724  0.264
H  1.556491  -0.242322  -6.174741  0.442
H  2.279073  0.616657  -3.988262  0.304
H  1.077082  1.744510  -4.583561  0.309
H  -0.654155  3.863622  -1.012866  0.108
H  1.028136  4.358631  -1.201838  0.250
H  -0.562038  5.884484  -2.411541  0.414
H  0.625252  5.065082  -3.470256  0.327
H  -1.068140  4.542757  -3.448876  0.216
H  -2.816769  2.735159  -1.775328  0.205
H  -3.072662  3.205984  -3.463413  0.450
H  -4.816829  1.595993  -2.294846  0.397
H  -4.178455  0.840743  -3.762585  0.325
H  -3.525312  0.469287  -2.100741  -0.215
C  4.131967  2.662954  -1.439351  -0.859
C  3.678444  3.012805  -0.006850  -0.514
O  2.363138  2.466097  0.152041  0.281
P  2.078511  1.217887  1.064092  -1.453
O  0.731735  0.618508  0.987760  1.747
O  3.207926  0.201474  0.620220  -0.277
C  3.222431  -1.169608  1.098877  0.509
C  4.080365  -1.241528  2.362894  -1.027
O  2.514844  1.662196  2.542610  -0.162
C  1.674009  2.569649  3.293602  0.450
C  2.226834  2.556822  4.697392  -1.464
H  4.439242  1.622497  -1.528561  0.217
H  3.268733  2.917836  -2.053509  0.017
H  4.958260  3.268817  -1.815604  0.470
H  4.411570  2.641684  0.705335  0.370
H  3.575954  4.096382  -0.004216  0.399
H  2.212413  -1.456950  1.384509  -0.381
H  3.588011  -1.774148  0.273531  0.349
H  5.142910  -1.053928  2.236160  0.321
H  3.634883  -0.538791  3.069378  0.127
H  3.919854  -2.195179  2.872320  0.366
H  1.729456  3.570531  2.852652  0.261
H  0.614270  2.315144  3.224281  -0.232
H  1.632096  3.212447  5.333934  0.391
H  2.261796  1.550284  5.112156  0.258
H  3.258391  2.914488  4.720924  0.405
C  -2.001897  -1.978343  -2.851673  -0.549
C  -0.959692  -2.912238  -2.184081  -0.346
O  -1.581129  -3.437443  -0.983875  -0.202
P  -1.111514  -2.760542  0.377577  -1.655
O  -1.138548  -1.288031  0.419629  1.699
O  0.336264  -3.343943  0.675040  -0.166
C  0.589382  -4.744287  0.788646  -0.390
C  0.436473  -5.201919  2.232195  -1.135
O  -2.016333  -3.430803  1.494335  -0.010
C  -3.442724  -3.223554  1.431018  -0.175
C  -4.089570  -4.478524  0.905559  -1.290
H  -2.825875  -2.629299  -3.134748  0.488
H  -2.310798  -1.212376  -2.140970  -0.302
H  -1.520827  -1.449841  -3.671734  0.167
H  -0.812125  -3.715071  -2.901037  0.460
H  -0.064428  -2.329159  -1.971423  0.172
H  -0.085254  -5.327779  0.157864  0.277
H  1.606991  -4.945338  0.455384  0.386
H  0.943577  -4.582499  2.971299  0.239
H  -0.603169  -5.280689  2.547703  0.269
H  0.823550  -6.217787  2.355231  0.452
H  -3.846392  -2.963017  2.409409  0.421
H  -3.686570  -2.348278  0.820375  0.217
H  -5.176763  -4.427267  0.972008  0.437
H  -3.771413  -4.746049  -0.102356  0.222
H  -3.789238  -5.336264  1.514170  0.298

Atoms 1-3, force components in eV/Å:
Fe -1.177 1.914 -2.371
F 1.321 -0.056 0.380
F -0.086 -1.130 -0.023

Summary:
Expectation value of S²: 8.76
Spin multiplicity: 6
Charge: 0
Highest occupied orbital energy (alpha / beta): -10.067 / -10.050 eV
Orbital gap (alpha / beta): 10.41 / 9.37 eV

***

# 4
Formula: C28H52BrN6O7
Source: OMol25
Level of theory: wB97M-V/def2-TZVPD

Last column: Mulliken charge in e.
Geometry (Å):
C  6.151080  -2.287392  2.675252  -1.012
C  4.844136  -2.480751  2.783211  0.089
C  3.971951  -1.497064  3.518464  -1.141
C  2.563534  -1.460574  3.005759  -0.117
C  1.665436  -2.504176  3.213442  0.028
C  0.361217  -2.434680  2.736018  0.662
C  -0.675087  -3.499176  2.980256  -1.030
Br  0.147935  -5.252025  2.674375  -0.071
C  -1.230935  -3.480034  4.408863  -0.489
C  -1.660727  -2.085352  4.908997  -0.834
C  -0.003654  -1.314292  2.025450  -0.259
N  0.863626  -0.312630  1.819644  0.114
C  0.416184  0.890499  1.112379  -1.154
C  -0.002320  1.924244  2.154723  0.977
O  -0.452602  1.612634  3.222582  -0.513
O  0.201914  3.171797  1.737811  -0.480
C  2.113958  -0.365613  2.303432  -0.215
H  6.801933  -3.088715  2.355864  0.303
H  6.606446  -1.323912  2.853148  0.291
H  4.401982  -3.365385  2.337875  0.342
H  4.411855  -0.505421  3.387119  0.415
H  3.983092  -1.684839  4.592976  0.463
H  1.985050  -3.384960  3.755342  0.645
H  -1.466093  -3.434281  2.239410  0.505
H  -2.091706  -4.143031  4.431452  0.460
H  -0.460358  -3.879520  5.064254  0.346
H  -1.126600  -1.829617  5.821817  0.285
H  -1.458809  -1.278207  4.206676  0.083
H  -2.721301  -2.054217  5.146755  0.328
H  -0.993223  -1.191883  1.612807  0.313
H  1.227949  1.265860  0.498073  0.363
H  -0.449788  0.641850  0.504735  0.408
H  -0.023898  3.778070  2.470043  0.407
H  2.759446  0.482175  2.124030  0.450
C  -2.953936  4.209067  2.924654  -1.072
C  -2.490736  5.499727  3.553969  0.629
O  -1.505969  5.522656  4.280979  -0.685
N  -3.193409  6.619165  3.273666  -0.156
C  -4.384332  6.749219  2.450525  -0.680
H  -2.293166  3.415392  3.264152  0.155
H  -3.976115  3.962260  3.215146  0.412
H  -2.901470  4.275414  1.835595  0.373
H  -2.824782  7.448137  3.713621  0.245
H  -4.197797  7.431912  1.620338  0.274
H  -5.211468  7.143220  3.040715  0.272
H  -4.683482  5.784942  2.053097  0.224
C  6.713016  -1.492677  -1.430495  -1.078
C  6.432724  -0.300332  -0.556751  0.755
O  6.710656  -0.279360  0.633534  -0.646
N  5.845108  0.777697  -1.148152  -0.137
C  5.454078  0.921773  -2.536872  -0.821
H  7.172053  -2.263786  -0.820034  0.273
H  5.790037  -1.882919  -1.862551  0.247
H  7.395013  -1.231760  -2.240062  0.364
H  5.695257  1.554295  -0.524230  0.245
H  5.983254  1.754112  -3.002619  0.296
H  4.380825  1.116709  -2.616588  0.232
H  5.686798  0.014720  -3.086434  0.291
C  3.081488  -3.862898  -5.192885  -1.401
C  3.694017  -2.800418  -4.310996  0.900
O  4.677524  -3.032953  -3.620594  -0.618
N  3.111216  -1.576017  -4.322264  0.069
C  1.951759  -1.138582  -5.090350  -0.907
H  3.658306  -4.774358  -5.073969  0.314
H  2.046673  -4.055121  -4.907975  0.343
H  3.106802  -3.561023  -6.240073  0.370
H  3.563347  -0.907001  -3.720611  0.054
H  2.242011  -0.321020  -5.753840  0.264
H  1.165554  -0.788826  -4.428814  0.329
H  1.556240  -1.949752  -5.686685  0.285
C  -6.540935  2.050266  0.461642  -1.376
C  -6.350417  2.433746  1.910566  0.861
O  -6.554325  3.565150  2.314746  -0.643
N  -5.936682  1.461339  2.769879  -0.120
C  -5.644592  0.072912  2.481537  -0.770
H  -6.873076  2.931037  -0.078210  0.327
H  -5.605602  1.698074  0.024069  0.333
H  -7.294641  1.269069  0.359927  0.387
H  -5.837806  1.781107  3.720881  0.227
H  -6.294134  -0.586068  3.059657  0.292
H  -4.607698  -0.160985  2.737620  0.178
H  -5.797162  -0.134153  1.427470  0.334
C  -2.535534  -2.149212  -6.867552  -1.325
C  -1.973636  -1.032473  -6.020669  0.774
O  -1.024965  -1.211343  -5.267721  -0.623
N  -2.557633  0.186211  -6.127239  -0.160
C  -3.677643  0.576282  -6.964803  -0.832
H  -1.961745  -3.048349  -6.667867  0.276
H  -3.581377  -2.335728  -6.622679  0.385
H  -2.460418  -1.909547  -7.928394  0.383
H  -2.135997  0.889348  -5.541755  0.224
H  -3.380468  1.365960  -7.655620  0.287
H  -4.501008  0.947169  -6.353162  0.286
H  -4.031223  -0.270811  -7.541506  0.318

Atoms 1-3, force components in eV/Å:
C -0.152 -0.130 -0.157
C 0.401 -0.076 0.084
C 0.037 0.489 -0.545

Summary:
Charge: +1
Highest occupied orbital energy: -11.220 eV
Orbital gap: 7.34 eV

***

# 5
Formula: C4H8OS2
Source: OMol25
Level of theory: wB97M-V/def2-TZVPD

Last column: Mulliken charge in e.
Geometry (Å):
C  0.291142  1.560377  0.494928  -0.670
C  0.803821  0.082882  0.466520  -0.070
C  -0.135492  -1.115336  0.614811  -0.321
C  -0.972700  -1.411002  -0.678114  -0.009
H  -2.057576  0.469665  -0.456229  0.263
H  0.065793  1.772160  1.623539  0.307
H  1.150535  2.313731  0.191540  0.375
H  1.537677  -0.071807  1.334899  0.231
H  1.689209  0.778464  -1.942021  0.149
H  -0.762277  -0.888195  1.499845  0.250
H  0.453146  -2.163015  0.591941  0.295
H  -0.679031  -1.991703  -1.812045  0.271
O  -2.225604  -1.087957  -0.496444  -0.535
S  -1.289043  1.754908  -0.619749  -0.296
S  2.130396  -0.003174  -0.813420  -0.240

Atoms 1-3, force components in eV/Å:
C -0.667 -0.082 1.536
C 2.806 0.666 0.500
C 1.210 -1.923 -2.884

Summary:
Energy relative to the best compared isomer or geometry (same formula, charge and spin): 84.9 kcal per mole
Charge: 0
Highest occupied orbital energy: -8.780 eV
Orbital gap: 8.49 eV

***

# 6
Formula: C11H17NO3
Source: OMol25
Level of theory: wB97M-V/def2-TZVPD

Last column: Mulliken charge in e.
Geometry (Å):
C  -0.921592  -2.282820  0.824178  -1.585
H  -0.978468  -2.484744  1.890222  0.407
H  -1.472890  -3.056192  0.293186  0.357
C  -1.499194  -0.903922  0.510274  0.730
N  -1.273596  -0.643397  -0.902174  -0.090
H  -1.786122  -1.325837  -1.451954  0.323
C  -1.558269  0.687568  -1.405052  -1.100
H  -1.373077  0.659946  -2.481916  0.460
C  -0.676146  1.793923  -0.770138  -0.299
C  0.678089  1.275871  -0.332464  0.043
C  1.234515  1.666407  0.875798  -0.443
C  2.462279  1.175880  1.285812  -0.748
C  3.157740  0.280432  0.491853  0.328
C  2.606035  -0.103246  -0.737150  1.281
C  1.385263  0.396408  -1.144534  -0.681
H  0.977538  0.086903  -2.094567  0.118
O  3.336918  -0.990299  -1.495926  -0.646
H  2.847920  -1.188043  -2.301414  0.288
O  4.357409  -0.214945  0.895590  -0.596
H  4.676855  -0.809474  0.203169  0.329
H  2.896126  1.477509  2.225350  0.404
H  0.711046  2.372787  1.502196  0.505
O  -1.367839  2.461781  0.260591  -0.646
H  -1.508061  1.843155  0.987286  0.416
H  -0.526623  2.574571  -1.527750  0.491
H  -2.605657  1.002930  -1.261880  0.429
C  -2.971295  -0.827777  0.938220  -1.572
H  -3.391430  0.155112  0.734846  0.353
H  -3.062571  -1.023724  2.003507  0.412
H  -3.557229  -1.571115  0.399390  0.354
H  -0.916441  -0.164902  1.071756  0.018
H  0.118770  -2.320734  0.513691  0.362

Atoms 1-3, force components in eV/Å:
C 0.036 0.408 0.065
H -0.029 -0.107 0.119
H -0.095 -0.120 -0.072

Summary:
Energy relative to the best compared isomer or geometry (same formula, charge and spin): 6.5 kcal per mole
Charge: 0
Highest occupied orbital energy: -8.128 eV
Orbital gap: 8.73 eV

***

For reference, molar mass by record: 202.2, 359.5, 820.4, 664.7, 136.2, 211.3 g/mol.
For reference, E_tot by record: -18004.219, -30671.230, -148449.899, -123191.086, -27992.018, -19315.190 eV.